The following is a DFT calculation (ωB97M-V/def2-TZVPD) of the ion C10H25BrNO5P2 with charge +1.

```
44
Properties=species:S:1:pos:R:3:forces:R:3
C 0.5337 -3.2394 0.7883 0.048 0.006 0.029
C 0.3049 -3.2300 -0.7053 -0.180 -0.239 -0.204
O 1.3542 -2.5587 -1.4291 0.164 0.118 0.434
P 1.4649 -1.0270 -1.7751 -0.073 -0.049 -0.192
O 1.1027 -0.6216 -3.1290 -0.023 0.031 -0.053
C 0.4393 -0.0747 -0.6006 0.058 0.099 -0.063
C 0.5273 1.3641 -1.0948 0.047 0.028 0.062
N -0.0229 2.3831 -0.1127 0.039 -0.067 0.095
C -1.2282 1.9478 0.6644 -0.300 0.209 0.067
C -2.4082 1.5741 -0.2401 0.052 -0.078 -0.006
C -3.2736 0.4309 0.3297 -0.076 0.072 0.032
C -4.7278 0.8071 0.6582 -0.027 -0.037 -0.053
O -5.5864 -0.0991 -0.0164 0.273 -0.019 -0.080
P 1.4207 3.0404 0.9577 -0.047 -0.105 -0.041
O 0.9767 2.5138 2.4128 -0.299 -0.055 -0.195
Br 0.6242 5.0649 1.1036 0.010 0.094 0.062
O 2.9566 -0.6481 -1.4092 -0.045 0.033 0.006
C 3.5528 -0.9538 -0.1365 0.096 -0.040 0.121
C 5.0413 -1.1384 -0.3168 -0.003 -0.065 0.147
H 1.4301 -3.8059 1.0393 0.007 0.015 -0.009
H -0.3174 -3.7190 1.2730 0.021 -0.025 0.010
H 0.6345 -2.2377 1.2086 -0.044 0.016 -0.029
H -0.6667 -2.8132 -0.9797 0.049 0.128 0.032
H 0.3207 -4.2505 -1.0825 -0.013 0.023 -0.037
H 0.7986 -0.1731 0.4268 0.069 -0.049 -0.021
H -0.5833 -0.4504 -0.6515 -0.013 -0.001 0.098
H 0.0226 1.4919 -2.0483 -0.070 -0.110 0.020
H 1.5740 1.6279 -1.2611 -0.028 0.100 -0.027
H -0.3253 3.1963 -0.6523 0.134 0.001 -0.070
H -1.4903 2.7898 1.3065 0.053 -0.047 0.059
H -0.9431 1.1291 1.3201 0.090 -0.071 -0.145
H -3.0251 2.4602 -0.3984 0.037 0.022 -0.032
H -2.0409 1.2858 -1.2254 0.002 -0.008 -0.005
H -3.3385 -0.3768 -0.3996 0.019 0.011 -0.008
H -2.7982 0.0096 1.2190 0.011 -0.033 -0.024
H -4.9367 1.8270 0.3183 -0.015 0.003 0.021
H -4.9057 0.7720 1.7350 0.025 0.039 0.009
H -6.3317 -0.3201 0.5395 -0.247 0.006 0.119
H 1.1813 1.5847 2.5860 0.246 0.026 0.142
H 3.0996 -1.8540 0.2841 -0.029 -0.031 -0.110
H 3.3477 -0.1187 0.5442 -0.015 -0.007 -0.017
H 5.4610 -1.5805 0.5880 0.010 0.044 0.004
H 5.5454 -0.1906 -0.4950 -0.018 -0.013 -0.127
H 5.2353 -1.8191 -1.1437 0.006 0.027 -0.022
```
Positions in Å, forces in eV/Å.

The LUMO energy is -3.56 eV. The calculation puts the HOMO energy at -13.068 eV. The total charge is +1. The largest force on an atom comes out at 0.48 eV Å⁻¹. As for the total energy: -4083.5760 a.u. As for the multiplicity: 1.

---

The following is a DFT calculation (ωB97M-V/def2-TZVPD) of a structure of composition C10H26AlBeBr3FKO13P2S in a non-equilibrium geometry.

```
59
Properties=species:S:1:pos:R:3:forces:R:3
C 0.2341 -2.4204 2.7264 0.183 1.290 -0.008
C -0.7068 -1.7594 1.5134 0.404 -0.919 0.077
C -0.5873 -2.7483 0.2096 -0.198 -0.616 -0.073
C -0.1439 -0.2372 1.2805 1.415 -1.661 1.884
S -0.7169 0.5906 -0.2990 -1.214 -0.386 2.359
P -0.8139 2.7059 0.2117 -0.966 2.465 1.155
O 0.8505 3.2330 0.5329 -2.290 -1.124 -0.726
O -1.6327 2.7039 1.7725 1.272 -1.410 -2.499
P 0.8124 0.4804 -1.7963 2.816 1.283 -4.662
O 0.6391 1.4986 -2.9930 0.513 -3.332 4.454
O 0.7901 -1.1310 -2.4685 1.105 1.717 -0.010
O 2.4261 0.7426 -1.1078 -1.734 -2.416 -1.447
H 0.9196 -1.5409 3.1489 -1.047 -1.504 -0.930
H 0.9686 -3.2508 2.3215 -1.859 1.812 1.007
H -0.4218 -2.7730 3.6338 1.196 0.242 -2.039
H -1.8124 -1.7384 1.9026 2.093 0.137 -0.997
H -1.2333 -3.7229 0.4345 1.355 2.211 -0.555
H -0.9874 -2.2549 -0.7885 0.656 -0.997 2.118
H 0.5161 -3.1539 0.0119 -2.278 1.152 0.586
H -0.4715 0.3946 2.2317 0.568 -0.787 -2.429
H 1.0398 -0.3074 1.2978 -2.366 0.391 -0.348
H 1.1613 3.8389 -0.2230 -0.350 -0.436 0.611
H -2.3629 2.0194 1.6572 0.871 1.205 0.287
H 1.2653 -1.1276 -3.3507 -3.162 -0.959 1.782
H 2.8489 -0.1736 -1.0776 -0.639 1.542 0.667
Br 2.0130 5.4675 -1.4797 -1.447 1.119 -3.013
C 2.4102 7.3376 -1.0938 0.432 0.048 0.393
C 1.2990 7.9794 -0.2957 -1.398 -1.616 -1.463
Br -0.2329 8.3980 -1.4287 0.370 -0.021 0.333
H 2.5961 7.8291 -2.0526 -0.213 -0.205 0.161
H 3.3381 7.3175 -0.5153 -0.113 -0.113 0.003
H 1.6225 8.9411 0.1111 0.455 -0.280 0.562
H 0.9305 7.3504 0.5191 0.292 0.421 0.099
C 0.7443 -5.9381 3.0786 0.130 -0.956 0.176
O 1.0368 -7.0530 3.4828 0.185 -0.632 0.184
O 0.7644 -4.9057 3.7586 0.343 1.472 2.071
O 0.3826 -5.6699 1.9272 -0.560 -0.121 -2.194
K 2.8310 -0.3249 -3.7740 2.809 1.294 -1.678
C -2.2798 -4.3398 -3.4432 0.014 -0.134 -0.137
C -0.9345 -4.7488 -4.0061 -0.356 -0.084 0.342
O -0.3056 -3.6331 -4.6192 0.664 0.760 -0.118
H -2.9246 -3.9458 -4.2355 0.081 -0.135 0.076
H -2.7798 -5.1899 -2.9708 0.037 0.166 0.008
H -2.1633 -3.5427 -2.7017 0.026 -0.164 0.032
H -1.0573 -5.5298 -4.7623 0.180 0.255 0.011
H -0.2792 -5.1319 -3.2178 -0.083 -0.201 0.010
H -0.1934 -2.9486 -3.9375 -0.355 -0.485 -0.276
C -4.9767 -3.2684 -1.3181 -0.877 0.306 0.246
O -5.9960 -2.7256 -0.9205 -0.391 0.179 0.147
O -3.8335 -2.8128 -1.1984 1.442 0.887 0.405
O -4.9305 -4.3574 -1.9018 -0.281 -1.216 -0.583
Be 1.8622 10.4175 0.2360 -3.037 2.043 0.916
O 0.8465 -1.1629 5.6489 0.391 0.314 0.084
H 1.6363 -0.8295 6.1460 -0.414 -0.178 -0.153
H 1.0405 -2.0223 5.1952 -0.165 0.121 -0.042
H 0.5076 -0.4848 5.0106 0.215 -0.498 0.332
Br 3.3976 4.7586 0.8338 1.028 -0.856 2.988
F -0.4611 10.9159 0.8632 3.180 -0.776 -0.807
Al 1.5081 3.9849 2.2791 1.074 0.385 0.619
```
Positions in Å, forces in eV/Å.

The LUMO energy is -8.88 eV. The calculation puts the HOMO energy at -10.016 eV. The total charge is +2. The largest force on an atom comes out at 5.60 eV Å⁻¹. As for the total energy: -11133.3968 a.u. As for the multiplicity: 1.

---

The following is a DFT calculation (ωB97M-V/def2-TZVPD) of a cluster of 4 separate species, C10H27ClIO6P2 in total in a non-equilibrium geometry.

```
47
Properties=species:S:1:pos:R:3:forces:R:3
O -0.4663 -6.5665 2.7034 -1.564 0.536 0.920
C -0.4032 -5.8271 1.7172 1.469 -2.009 1.311
O 0.4438 -5.8503 0.8655 0.539 1.048 -2.271
P -1.7792 -4.5183 1.6208 -1.134 -0.123 -0.643
I -0.1450 -2.5817 1.1694 0.628 0.963 -0.074
P -3.4234 -6.0285 1.9960 -0.324 -1.679 1.878
O -4.5871 -5.1083 2.7938 0.367 0.011 -1.230
Cl -4.2608 -6.4776 0.1142 0.016 0.622 -0.169
H -2.1610 -3.8747 2.8175 -0.050 -0.052 -0.249
H -2.4217 -4.1371 0.4189 0.294 0.272 0.272
H -4.7766 -4.3503 2.2232 -0.236 0.315 0.307
C 4.3402 0.5724 0.0069 0.024 0.080 -0.260
C 2.9345 0.9116 0.4850 0.373 -0.414 0.546
C 2.9647 1.6159 1.8326 -0.045 0.051 0.093
O 2.1615 -0.2788 0.5795 -0.012 0.419 -0.365
H 4.8327 -0.1046 0.7096 -0.021 0.076 0.088
H 4.3033 0.0620 -0.9565 -0.031 0.037 -0.012
H 4.9524 1.4718 -0.0971 0.029 -0.021 0.021
H 2.4417 1.5509 -0.2507 -0.096 -0.092 -0.020
H 3.4156 0.9726 2.5949 0.115 -0.057 -0.117
H 1.9554 1.8463 2.1654 0.004 0.065 -0.046
H 3.5343 2.5453 1.7794 -0.030 0.018 0.046
H 2.5830 -0.8554 1.2260 -0.152 -0.136 0.027
C -3.9000 -0.5338 -2.0100 -0.082 0.083 0.155
C -2.7350 -1.4332 -1.6194 -0.261 -0.094 -0.516
C -1.8954 -1.8093 -2.8287 0.211 -0.084 0.025
O -3.2300 -2.6149 -0.9947 -0.023 0.125 0.274
H -4.5645 -1.0444 -2.7139 0.085 -0.001 -0.080
H -4.4972 -0.2797 -1.1329 0.056 0.027 0.023
H -3.5481 0.3904 -2.4727 -0.016 -0.008 -0.021
H -2.1098 -0.9267 -0.8842 -0.005 -0.194 0.135
H -2.4951 -2.3619 -3.5593 -0.080 0.097 -0.011
H -1.0721 -2.4592 -2.5307 0.018 0.070 0.079
H -1.4834 -0.9231 -3.3157 -0.009 -0.010 -0.018
H -3.7858 -3.0822 -1.6279 0.027 -0.040 -0.034
C 0.6213 6.0679 -0.1045 -0.031 0.159 0.158
C 1.7807 5.1635 0.2877 -0.378 -0.229 -0.561
C 2.6172 4.7809 -0.9248 0.215 -0.011 0.064
O 1.2822 3.9865 0.9160 0.112 0.248 0.240
H -0.0450 5.5580 -0.8056 0.092 -0.016 -0.075
H 0.0262 6.3273 0.7717 0.050 0.018 0.022
H 0.9767 6.9891 -0.5704 -0.025 -0.009 -0.024
H 2.4091 5.6709 1.0215 -0.032 -0.126 0.115
H 2.0137 4.2300 -1.6515 -0.070 0.086 -0.005
H 3.4395 4.1268 -0.6308 0.011 0.039 0.032
H 3.0317 5.6637 -1.4153 -0.010 -0.017 -0.029
H 0.7242 3.5238 0.2817 -0.021 -0.044 0.001
```
Positions in Å, forces in eV/Å.

The LUMO energy is 2.23 eV. The calculation puts the HOMO energy at -4.160 eV. The total charge is -1. The largest force on an atom comes out at 2.81 eV Å⁻¹. As for the total energy: -2289.3265 a.u. As for the multiplicity: 1.

---

The following is a DFT calculation (ωB97M-V/def2-TZVPD) of an isolated molecule of C10H27NSi2 in a non-equilibrium geometry.

```
40
Properties=species:S:1:pos:R:3:forces:R:3
C -1.5586 -2.0719 1.4797 -0.207 0.352 -0.147
C -1.5799 -1.5901 0.0306 0.889 0.163 -0.709
N -0.3280 -0.8362 -0.3162 -1.509 0.190 0.914
C 0.8590 -1.6977 -0.3886 -0.534 1.554 -0.390
Si 2.3377 -0.8690 0.4469 -0.209 0.466 0.004
C 1.6188 0.3862 1.6731 0.163 -1.067 0.213
C 3.3998 -0.0022 -0.8293 -1.258 -0.549 -0.538
C 3.4652 -2.1772 1.1551 -0.267 0.996 0.982
C -0.4557 0.2667 -1.3182 0.294 -1.842 0.757
Si -1.5771 1.6384 -0.7383 -0.582 -0.094 0.132
C -0.8324 3.2686 -1.2020 -0.138 -0.285 -0.114
C -1.9721 1.4297 1.0805 -0.796 0.358 -0.155
C -3.1918 1.5314 -1.7288 0.875 0.298 1.012
H -0.7747 -2.8014 1.6995 -0.179 -0.048 -0.224
H -1.3824 -1.2249 2.1143 0.150 0.489 0.452
H -2.5317 -2.4660 1.7684 0.001 -0.303 -0.067
H -2.4679 -0.9597 -0.1776 0.556 -0.277 0.226
H -1.6907 -2.4957 -0.5968 0.027 0.272 -0.227
H 0.6557 -2.6285 0.0983 -0.137 -0.654 0.267
H 0.9910 -1.8736 -1.4385 0.681 -0.688 -0.859
H 2.3767 0.9189 2.2270 0.396 0.060 0.292
H 1.0284 1.1299 1.1690 -0.333 0.222 -0.385
H 0.9624 -0.1454 2.3811 0.152 0.259 -0.134
H 3.8073 -0.8436 -1.4051 0.065 0.438 -0.279
H 2.7301 0.6148 -1.4521 0.418 -0.257 -0.060
H 4.1854 0.6222 -0.4794 0.737 0.416 0.452
H 4.1073 -2.5345 0.3780 0.439 -0.392 -0.428
H 2.9903 -2.9955 1.6828 -0.076 -0.152 0.056
H 4.0696 -1.6004 1.8732 0.157 -0.431 -0.060
H -0.8014 -0.1243 -2.2731 -0.241 -0.195 -0.545
H 0.5366 0.6402 -1.5477 0.290 0.194 0.221
H 0.0847 3.5353 -0.7067 0.445 0.031 0.196
H -0.6918 3.2884 -2.2794 0.125 0.105 -0.171
H -1.5797 3.9963 -0.9522 -0.367 0.712 0.072
H -1.1723 1.0181 1.6807 0.105 -0.163 0.029
H -2.2860 2.3843 1.5297 0.023 -0.224 -0.121
H -2.8527 0.7545 1.0853 0.488 0.296 0.359
H -2.8722 1.6234 -2.7518 -0.376 0.136 -0.648
H -3.7029 0.6106 -1.5594 -0.198 -0.973 -0.116
H -3.9039 2.2801 -1.4120 -0.064 0.590 -0.261
```
Positions in Å, forces in eV/Å.

The LUMO energy is 0.85 eV. The calculation puts the HOMO energy at -7.583 eV. The total charge is 0. The largest force on an atom comes out at 2.01 eV Å⁻¹. The relative energy (zero: lowest compared OMol25 entry of this formula, charge and spin) is 90.43 kJ/mol. As for the total energy: -1030.9758 a.u. As for the multiplicity: 1.

---

The following is a DFT calculation (ωB97M-V/def2-TZVPD) of a structure of composition C10H28AgFNO13P2 in a non-equilibrium geometry.

```
56
Properties=species:S:1:pos:R:3:forces:R:3
Ag 0.2887 -0.4605 -2.0449 -0.390 0.319 -1.382
F 0.0343 0.5097 -4.1401 0.273 -0.022 0.784
N -0.2481 -3.1029 -3.4537 -0.741 -0.155 0.419
O -1.2978 -2.5441 -3.0362 0.593 -0.333 -0.185
O 0.8664 -2.6861 -3.0381 0.012 -0.204 -0.087
O -0.3159 -4.0902 -4.2108 0.197 0.434 0.254
C -3.3539 3.5080 -1.4799 0.940 0.641 0.316
O -3.8823 2.3196 -0.9095 -0.918 -0.313 0.554
P -2.8805 1.1828 -0.3953 1.471 -0.610 -1.370
O -1.9300 0.8212 -1.4634 -0.657 0.238 0.790
O -2.1663 1.6831 0.9331 -0.970 -0.225 0.744
C -0.8992 2.3229 0.9875 0.239 0.505 -0.757
O -3.8103 0.0262 0.1798 0.196 1.395 0.325
C -4.6034 -0.7544 -0.7176 0.100 -0.831 0.255
H -3.9265 3.9497 -2.2938 -0.411 -0.821 -0.133
H -2.3411 3.3061 -1.8313 -0.009 0.159 -0.163
H -3.3397 4.2981 -0.7229 0.180 -0.172 0.194
H -0.3806 2.1680 0.0412 0.223 -0.063 0.122
H -0.2906 1.9745 1.8194 -0.237 -0.472 -0.016
H -1.0402 3.3932 1.1518 -0.139 0.033 -0.115
H -4.1820 -1.7618 -0.6803 0.162 0.150 -0.564
H -4.5997 -0.3272 -1.7176 -0.068 -0.235 -0.044
H -5.6081 -0.8754 -0.3072 -0.025 0.563 -0.080
C -2.0248 -1.5664 2.5435 0.838 0.157 1.701
O -1.2685 -2.6653 2.0096 -0.383 0.134 -0.907
P 0.0481 -2.3127 1.1803 0.334 -1.150 -1.262
O -0.1113 -1.2691 0.1573 -0.137 0.198 1.008
O 1.1766 -2.0578 2.2675 -0.202 0.567 -0.003
C 1.5094 -0.6975 2.5776 0.838 0.081 0.653
O 0.5256 -3.7185 0.6084 -0.093 0.980 0.868
C -0.3532 -4.3612 -0.3145 -0.832 -0.818 -0.421
H -1.6318 -0.5963 2.2382 -0.113 -0.074 -0.278
H -1.8371 -1.6856 3.6189 -0.295 0.454 0.003
H -3.1038 -1.5729 2.4127 0.130 -0.547 -0.702
H 2.5837 -0.5762 2.4370 -0.008 0.028 -0.437
H 1.3851 -0.5065 3.6452 -0.468 -0.250 0.037
H 0.9667 0.0515 2.0086 -0.045 -0.188 -0.296
H -1.1914 -3.7335 -0.6236 0.207 0.168 -0.041
H -0.7596 -5.2523 0.1740 0.056 0.099 0.027
H 0.1724 -4.6782 -1.2138 0.271 0.304 0.124
C 2.8073 3.1347 2.0632 0.218 -0.653 -0.846
O 2.5250 2.4429 0.8559 -0.464 1.077 -0.489
C 3.6501 1.8833 0.2286 0.689 -0.378 0.335
C 3.4343 1.5626 -1.2520 -0.054 -1.140 0.912
O 2.7979 0.3136 -1.4460 -0.075 0.198 -0.123
C 3.4809 -0.8443 -0.9624 -1.154 0.531 -0.403
H 2.8565 2.3780 2.8524 0.015 0.399 0.434
H 2.0281 3.8795 2.2072 -0.152 -0.190 0.254
H 3.7614 3.6615 1.9721 0.070 -0.006 0.190
H 3.9018 1.0076 0.8475 0.251 -0.271 -0.572
H 4.5598 2.5034 0.2765 -0.366 0.511 0.205
H 4.4147 1.5218 -1.7375 0.133 0.177 -0.040
H 2.8193 2.3267 -1.7216 -0.074 -0.037 -0.040
H 3.3283 -0.9210 0.1159 0.451 -0.130 0.122
H 4.5269 -0.8509 -1.2719 0.144 -0.023 0.162
H 2.9282 -1.6616 -1.4251 0.251 -0.185 -0.034
```
Positions in Å, forces in eV/Å.

The LUMO energy is 2.22 eV. The calculation puts the HOMO energy at -4.051 eV. The total charge is -1. The largest force on an atom comes out at 2.10 eV Å⁻¹. As for the total energy: -2360.2870 a.u. As for the multiplicity: 1.

---

Number 1: Kohn-Sham gap 9.51 eV. Number 2: Kohn-Sham gap 1.13 eV. Number 3: Kohn-Sham gap 6.39 eV. Number 4: Kohn-Sham gap 8.43 eV. Number 5: Kohn-Sham gap 6.27 eV.